(1)
103
Properties=species:S:1:pos:R:3:forces:R:3:mulliken_charge:R:1 method="wB97M-V/def2-TZVPD" homo_energy_ev=-4.34 total_charge=-1 lumo_energy_ev=2.0 e_tot_ha=-1855.124361 homo_lumo_gap_ev=6.358
N -2.267 5.865 1.145 -0.0311 0.0045 -0.0051 -0.7824
C -1.333 5.298 0.503 0.0542 -0.0582 0.0463 0.1760
C -0.967 5.543 -0.939 -0.0377 -0.1934 0.0983 -0.8236
N -0.167 4.463 -1.510 0.0327 0.0336 -0.1376 -0.0710
C 1.195 4.862 -1.905 0.0078 0.1907 -0.0196 0.3431
C 1.791 3.884 -2.911 -0.3176 -0.3085 -0.0951 -2.0219
C 1.911 2.432 -2.509 0.2287 -0.5885 0.2131 1.1043
C 0.787 1.602 -2.337 0.5512 -0.3542 -0.0624 -0.1507
C 0.927 0.250 -1.990 0.6365 0.2682 -0.2096 -0.7101
C 2.200 -0.310 -1.814 -0.0965 0.6915 -0.4104 -0.3398
C 3.330 0.501 -1.992 -0.7234 0.3193 -0.1452 -0.5489
C 3.183 1.855 -2.330 -0.4633 -0.5488 0.1273 -0.2490
C 2.073 5.108 -0.649 0.0192 -0.5297 0.0496 0.2901
O 1.716 6.105 0.012 0.1192 0.1148 0.2417 -0.7599
O 2.992 4.283 -0.436 -0.1118 0.3670 -0.0334 -0.6469
H -2.744 6.535 0.535 -0.0202 -0.0001 -0.0039 0.2252
H -0.724 4.552 1.011 0.0669 0.0126 0.0459 0.3637
H -1.904 5.643 -1.497 -0.0048 0.1204 -0.0532 0.3545
H -0.415 6.485 -0.965 0.0028 0.0543 -0.0658 0.3585
H -0.637 4.120 -2.338 -0.0342 0.0432 -0.0114 0.0963
H 1.139 5.839 -2.412 0.0621 0.0073 -0.1156 0.3250
H 2.777 4.251 -3.189 0.0477 0.0354 0.0245 0.4613
H 1.165 3.923 -3.814 0.0232 0.0307 -0.0614 0.2461
H -0.209 2.009 -2.456 0.0293 0.0120 0.0003 0.1687
H 0.050 -0.371 -1.851 -0.0285 0.0165 0.0019 0.3652
H 2.305 -1.350 -1.531 -0.0578 -0.0106 -0.0548 0.5242
H 4.319 0.081 -1.851 0.0188 0.0510 0.0091 0.3497
H 4.063 2.478 -2.418 -0.0707 0.0577 0.0131 0.2664
C 1.165 -5.992 -1.138 -0.0661 0.0113 -0.0349 -1.0199
C 1.421 -4.538 -0.773 0.0525 -0.0137 0.0767 -0.3224
O 0.543 -3.623 -1.396 0.0433 0.0555 -0.1054 -0.3700
C -0.834 -3.780 -1.105 -0.0961 -0.0102 0.0332 -0.4351
C -1.176 -3.652 0.369 0.0632 0.0412 0.0411 -0.6133
H 1.221 -6.129 -2.218 0.0039 -0.0053 -0.0040 0.2917
H 1.915 -6.629 -0.666 0.0231 0.0050 -0.0077 0.4158
H 0.183 -6.331 -0.803 0.0128 0.0009 0.0365 0.1051
H 2.415 -4.243 -1.111 0.0047 0.0082 0.0013 0.3846
H 1.406 -4.411 0.316 -0.0281 -0.0047 -0.0035 0.3218
H -1.208 -4.732 -1.500 0.0191 -0.0218 0.0320 0.3033
H -1.327 -2.987 -1.667 0.0129 0.0105 -0.0159 0.4120
H -0.712 -4.436 0.968 -0.0459 -0.0378 -0.0078 0.2722
H -2.255 -3.734 0.504 -0.0120 -0.0027 -0.0016 0.3175
H -0.845 -2.688 0.759 0.0055 0.0087 -0.0148 -0.0253
C -0.635 3.064 -7.515 0.0122 0.0874 -0.0201 -1.1351
C -1.520 3.342 -6.312 0.0171 -0.0832 -0.0162 -0.2506
O -1.465 4.680 -5.850 0.0036 -0.0152 0.1007 -0.3216
C -1.856 5.677 -6.770 0.0176 0.0627 -0.0290 -0.4118
C -3.287 5.545 -7.266 -0.0160 -0.0635 0.0401 -1.0370
H 0.402 3.314 -7.287 0.0063 -0.0126 0.0057 0.2942
H -0.688 2.007 -7.776 0.0131 -0.0153 0.0246 0.3969
H -0.938 3.639 -8.392 -0.0328 -0.0311 -0.0080 0.2924
H -1.183 2.738 -5.469 -0.0104 0.0313 0.0328 0.2426
H -2.556 3.050 -6.521 0.0026 0.0138 -0.0339 0.3454
H -1.162 5.717 -7.618 -0.0143 -0.0360 -0.0144 0.3171
H -1.742 6.615 -6.226 0.0117 0.0061 0.0025 0.3338
H -3.444 4.626 -7.831 0.0180 0.0172 -0.0342 0.2636
H -3.531 6.383 -7.921 0.0026 0.0193 0.0097 0.3877
H -3.983 5.548 -6.425 -0.0026 0.0024 -0.0002 0.2854
C -0.359 -0.434 3.170 0.0189 -0.0342 -0.0913 -1.2206
C 1.049 0.046 3.485 0.0354 0.0544 0.0720 0.0122
O 2.039 -0.423 2.592 -0.0221 -0.1049 0.1426 -0.5078
C 1.871 -0.034 1.230 0.0183 0.0734 -0.0504 0.0617
C 1.855 1.462 0.992 0.0533 0.0146 0.1910 0.2599
H -0.394 -1.526 3.147 -0.0036 -0.0095 0.0098 0.2180
H -1.051 -0.077 3.934 0.0054 -0.0060 0.0239 0.4577
H -0.708 -0.063 2.207 -0.0098 0.0475 0.0070 0.2829
H 1.349 -0.334 4.463 -0.0289 0.0102 0.0257 0.2427
H 1.071 1.140 3.549 -0.0270 0.0025 -0.0436 0.2330
H 0.969 -0.501 0.815 0.0048 -0.0120 0.0229 -0.0133
H 2.720 -0.481 0.711 -0.0352 0.0062 0.0990 0.1708
H 1.011 1.954 1.478 -0.0478 -0.0153 -0.0316 0.2156
H 1.784 1.676 -0.072 0.0506 0.0595 0.2255 -0.6664
H 2.769 1.929 1.361 0.0088 0.0307 -0.0177 0.2818
C 4.132 0.400 5.926 -0.0700 -0.0899 0.0686 -0.9544
C 3.529 1.608 6.621 0.0762 0.0347 -0.0665 -0.3808
O 2.354 1.322 7.364 -0.0461 0.0399 0.0243 -0.4298
C 2.492 0.377 8.404 -0.0253 -0.0623 0.0103 -0.3163
C 3.490 0.772 9.481 0.0179 0.0633 -0.0254 -1.0564
H 3.401 -0.059 5.262 0.0454 0.0022 -0.0627 0.1853
H 4.994 0.702 5.332 -0.0196 0.0329 -0.0307 0.3874
H 4.467 -0.358 6.637 0.0516 0.0372 0.0111 0.3088
H 3.218 2.342 5.878 -0.0210 -0.0040 -0.0001 0.3612
H 4.275 2.098 7.258 -0.0058 -0.0259 0.0262 0.3223
H 2.741 -0.612 8.001 0.0353 0.0128 -0.0058 0.2834
H 1.496 0.298 8.841 -0.0084 -0.0070 -0.0022 0.3564
H 4.505 0.847 9.090 0.0056 -0.0405 0.0003 0.2704
H 3.494 0.023 10.275 -0.0192 -0.0033 0.0083 0.3923
H 3.222 1.737 9.914 0.0016 0.0010 0.0021 0.2804
C -4.026 -8.966 -0.041 -0.0315 0.0549 -0.0472 -1.0780
C -3.450 -7.924 0.902 0.0196 -0.0604 0.0395 -0.3610
O -3.580 -6.592 0.444 0.0830 0.0522 -0.0270 -0.3301
C -4.899 -6.127 0.231 -0.0583 0.0348 -0.0299 -0.3408
C -5.777 -6.148 1.470 0.0597 -0.0304 0.0477 -1.1159
H -3.564 -8.886 -1.026 0.0038 -0.0054 -0.0021 0.2986
H -3.836 -9.966 0.351 0.0241 -0.0059 0.0013 0.3950
H -5.105 -8.859 -0.164 -0.0052 -0.0185 0.0367 0.2618
H -2.376 -8.077 1.006 0.0052 0.0075 0.0095 0.3359
H -3.885 -8.034 1.903 -0.0361 0.0075 -0.0158 0.3061
H -5.377 -6.680 -0.586 0.0007 -0.0332 0.0224 0.3198
H -4.777 -5.099 -0.114 0.0057 0.0030 -0.0116 0.3500
H -5.939 -7.161 1.842 -0.0317 -0.0069 -0.0304 0.2656
H -6.753 -5.720 1.240 0.0006 0.0212 -0.0072 0.3968
H -5.321 -5.563 2.270 -0.0030 0.0043 -0.0001 0.3026


(2)
118
Properties=species:S:1:pos:R:3:forces:R:3:mulliken_charge:R:1 method="wB97M-V/def2-TZVPD" homo_energy_ev=-10.36 total_charge=+1 lumo_energy_ev=-4.6 e_tot_ha=-4522.471156 homo_lumo_gap_ev=5.762
C 8.524 2.003 2.571 -0.3464 -1.0644 -0.8409 -0.9848
C 8.797 0.467 2.606 0.3451 1.8112 0.7359 -0.2567
O 7.584 -0.310 2.590 0.4000 -1.2790 -0.6126 -0.2340
C 7.169 -0.608 1.329 -0.3626 0.6517 -0.9715 0.1684
O 7.143 0.231 0.453 0.3943 -0.4108 0.5844 -0.5790
C 6.680 -2.026 1.030 -0.5887 0.4648 0.3841 -0.2634
C 6.016 -2.038 -0.350 -0.1871 -0.3256 0.0076 0.1824
C 5.555 -3.469 -0.818 0.4795 0.0938 0.3892 -2.1948
C 4.077 -3.575 -1.119 1.0748 0.1721 0.0202 1.3455
C 3.624 -2.912 -2.242 0.1408 0.9289 -1.3121 -1.0717
I 4.983 -1.875 -3.511 -0.1787 -0.3757 0.2932 0.2208
C 2.276 -2.909 -2.580 -0.0311 0.5732 1.0451 1.9031
C 1.816 -2.164 -3.814 0.6170 -1.0635 -2.1045 -0.8775
O 2.212 -2.521 -4.887 -0.7717 0.4025 1.2105 -0.3521
O 0.881 -1.096 -3.752 1.3969 -0.0419 0.1840 -0.2525
S 1.497 0.344 -3.352 -0.9433 1.8849 2.5505 1.1289
O 0.462 1.082 -2.730 -1.1694 -0.1102 -0.8424 -0.5788
O 2.651 0.269 -2.523 0.9923 -1.3229 -1.1213 -0.4362
C 1.837 1.216 -4.969 -0.1145 -0.8726 -1.0262 0.5678
F 2.900 1.968 -4.817 0.0445 0.0637 0.1241 -0.1838
F 2.032 0.308 -5.926 0.3718 -0.0202 0.1952 -0.2105
F 0.792 1.929 -5.318 -0.0710 0.2501 0.3802 -0.1759
C 1.383 -3.596 -1.753 -0.6173 0.2514 -1.2407 -0.2521
C -0.086 -3.525 -2.121 0.1755 1.1911 -0.2054 -1.8373
C -0.676 -2.233 -1.462 -0.2526 -0.5590 -0.1731 1.2788
C -2.225 -2.184 -1.475 0.7216 0.6131 0.7407 -1.5469
C -2.728 -1.505 -0.165 -0.0720 0.3962 -1.0113 -0.7071
C -2.968 0.024 -0.334 -0.3755 -0.2068 0.9145 -0.5739
C -4.336 0.401 0.269 0.1768 0.7747 -0.4167 -0.7633
C -4.468 1.881 0.598 -0.5528 -0.0410 0.4255 -0.1978
O -3.560 2.311 1.618 0.1242 -0.0632 -0.2855 -0.3846
C -4.106 3.384 2.350 -0.2819 0.4988 0.4654 -0.3554
C 1.864 -4.286 -0.665 -0.9032 -0.7620 0.7332 0.9950
C 0.843 -5.064 0.171 0.3752 0.5736 -0.3907 -2.3196
C -0.052 -4.180 1.082 -0.4908 -1.6136 0.6034 1.4146
C -0.691 -5.118 2.125 -0.0261 -0.2921 -0.8773 -1.6053
Cl 0.837 -2.881 1.906 -0.3602 0.0674 -0.2903 -0.1471
N 3.190 -4.268 -0.362 0.1127 -0.6766 -0.4280 0.4380
P 3.837 -5.128 1.083 0.4757 0.8422 2.7177 0.0391
S 3.981 -3.950 2.593 0.1945 -0.2721 -0.4848 -0.2050
H 9.071 2.424 1.723 0.0819 0.2392 0.3788 0.3018
H 7.468 2.107 2.306 0.1279 0.2882 0.3088 0.2718
H 8.758 2.488 3.517 -0.0307 0.0582 -0.1729 0.3106
H 9.291 0.261 3.559 -0.1609 -0.4402 -0.1785 0.3333
H 9.478 0.203 1.794 -0.3547 -0.3220 0.0163 0.3400
H 5.944 -2.278 1.800 0.3111 -0.1877 0.0489 -0.0888
H 7.496 -2.756 1.080 -0.0021 0.2201 0.2113 0.3951
H 6.726 -1.657 -1.085 -0.2150 0.0642 0.1016 0.4365
H 5.139 -1.380 -0.350 0.3014 0.1126 0.0113 0.1048
H 6.070 -3.673 -1.764 -0.1620 -0.1751 0.1770 0.5994
H 5.942 -4.200 -0.107 -0.2766 0.0275 -0.0421 0.3701
H -0.161 -3.410 -3.212 -0.0473 -0.2395 0.1621 0.5635
H -0.661 -4.417 -1.873 0.0986 0.1590 0.1354 0.6886
H -0.317 -1.334 -1.963 0.0605 -0.3230 0.1209 -0.3754
H -0.254 -2.179 -0.454 -0.3549 0.1134 -0.0499 -0.0860
H -2.519 -1.530 -2.303 -0.1953 -0.4128 -0.0430 0.5833
H -2.663 -3.176 -1.635 0.0850 0.0901 0.1204 0.5059
H -1.978 -1.608 0.629 -0.3363 -0.4059 0.0357 0.2954
H -3.674 -1.979 0.115 0.1940 0.0870 0.1980 0.5785
H -2.204 0.596 0.207 0.0313 -0.1596 -0.2101 0.5010
H -2.943 0.337 -1.385 0.0249 -0.1295 0.1065 0.2869
H -4.581 -0.167 1.175 0.2842 -0.0401 -0.1294 0.4059
H -5.103 0.189 -0.486 0.0714 -0.1035 0.4186 0.3018
H -4.386 2.528 -0.294 0.2348 -0.4123 0.4722 -0.3476
H -5.483 2.028 0.985 0.0931 -0.0322 -0.1483 0.7792
H -4.625 3.046 3.262 0.0757 -0.1464 -0.2149 0.2933
H -3.338 4.093 2.675 0.1262 -0.2922 -0.1990 0.0784
H -4.844 3.959 1.773 0.2073 -0.1115 -0.0576 0.1051
H 0.161 -5.516 -0.554 0.1588 -0.1407 0.1933 0.5918
H 1.278 -5.896 0.724 -0.0236 0.2941 0.0461 0.7012
H -0.891 -3.818 0.487 0.3866 0.6264 0.1168 -0.2774
H -1.160 -5.928 1.543 -0.0150 0.1214 0.2003 0.3913
H 0.063 -5.597 2.754 -0.1512 0.3381 0.2000 0.3885
H -1.493 -4.631 2.680 0.3361 0.0375 0.1822 0.4060
H 2.990 -6.189 1.438 0.0626 -0.0786 -1.0059 0.1825
H 5.065 -5.730 0.737 -0.5882 -0.0571 -0.7203 0.1952
C 6.351 -3.062 5.317 0.1608 0.2772 -0.1240 -0.6423
O 7.073 -2.865 4.104 -0.0340 -0.1569 0.0746 -0.4154
H 5.901 -4.052 5.297 0.0468 -0.0041 -0.0718 0.2033
H 7.023 -2.992 6.175 -0.1228 -0.0535 0.0949 0.3292
H 5.562 -2.310 5.406 -0.0623 -0.0825 0.1553 0.2645
H 7.461 -1.984 4.141 -0.0550 0.0029 -0.2042 0.2718
C -5.368 4.218 -3.121 0.2948 0.1101 0.1007 -0.6781
O -4.769 3.704 -1.928 -0.2032 0.1049 -0.5088 -0.4052
H -6.367 3.800 -3.209 0.0079 -0.0150 0.0729 0.1854
H -5.439 5.306 -3.069 -0.1058 -0.0078 -0.0987 0.3098
H -4.779 3.929 -3.995 -0.1004 0.0399 -0.0801 0.2958
H -3.888 4.083 -1.862 0.0163 -0.0678 0.1101 0.2110
C -3.075 6.900 3.782 0.0102 0.0545 -0.2763 -0.6949
O -4.061 6.750 2.763 -0.0851 0.0009 0.0081 -0.4209
H -3.523 6.619 4.732 -0.0635 -0.0133 -0.0479 0.2356
H -2.220 6.250 3.582 0.0512 0.0245 0.1365 0.2864
H -2.741 7.939 3.836 0.0670 -0.0297 0.1272 0.2923
H -3.650 7.002 1.931 -0.0288 0.0018 -0.0142 0.2783
C -5.463 0.135 -3.561 -0.1017 -0.2617 0.0770 -0.5260
O -5.517 -0.724 -2.426 0.0745 -0.0246 -0.2234 -0.4205
H -4.945 1.049 -3.271 0.0039 -0.0347 0.0833 0.0947
H -4.914 -0.344 -4.376 -0.0009 0.1389 -0.0866 0.3394
H -6.471 0.386 -3.898 0.0588 0.1004 -0.1079 0.3000
H -5.975 -1.527 -2.690 -0.0408 0.0042 0.0658 0.2555
C 2.559 0.803 0.959 -0.1280 -0.3189 0.0730 -0.3038
O 2.599 -0.004 2.132 0.1718 0.0771 -0.0151 -0.4825
H 3.102 1.723 1.160 0.0197 -0.0338 0.0531 0.3201
H 3.034 0.284 0.120 -0.0198 0.1572 -0.0750 -0.0278
H 1.525 1.048 0.700 0.0444 0.0876 -0.1236 0.2482
H 2.116 -0.812 1.939 0.0079 0.0668 0.0397 0.2402
C -8.149 1.958 -1.498 0.3754 0.0631 -0.0121 -0.6983
O -6.983 2.033 -0.691 -0.4300 -0.1116 -0.1989 -0.2849
H -8.994 1.721 -0.857 0.0322 0.0095 0.0304 0.2898
H -8.335 2.917 -1.991 -0.1614 -0.0492 -0.0456 0.2853
H -8.042 1.171 -2.252 -0.1622 0.0028 -0.0405 0.2103
H -6.239 2.244 -1.265 0.0595 0.1568 0.1311 0.0100
C -7.046 8.202 0.801 0.2024 -0.3457 0.1492 -0.5268
O -7.113 6.787 0.655 -0.0309 0.0563 -0.1424 -0.4694
H -7.910 8.638 0.306 -0.0086 -0.0713 -0.0221 0.2456
H -7.064 8.470 1.860 0.0190 0.1912 -0.0510 0.2405
H -6.133 8.585 0.336 -0.0603 0.2030 0.0433 0.2345
H -6.344 6.416 1.099 -0.0751 -0.0484 0.0838 0.2723